{
  "formula": "C19H43O12Sn",
  "method": "the ωB97M-V functional and the def2-TZVPD basis",
  "symbols": ["Sn", "O", "C", "O", "O", "H", "C", "O", "C", "C", "O", "C", "C", "O", "C", "H", "H", "H", "H", "H", "H", "H", "H", "H", "H", "H", "H", "H", "H", "C", "O", "C", "C", "O", "C", "C", "O", "C", "H", "H", "H", "H", "H", "H", "H", "H", "H", "H", "H", "H", "H", "H", "C", "O", "C", "C", "O", "C", "C", "O", "C", "H", "H", "H", "H", "H", "H", "H", "H", "H", "H", "H", "H", "H", "H"],
  "xyz": [[5.221, -4.536, -0.978], [3.195, -1.133, 0.058], [2.349, -2.100, -0.207], [2.698, -3.316, -0.142], [1.151, -1.847, -0.238], [2.537, -0.441, 0.161], [2.182, 0.620, -4.898], [1.394, 1.300, -3.933], [2.053, 1.069, -2.702], [1.214, 1.422, -1.540], [1.438, 2.783, -1.022], [0.718, 3.781, -1.748], [0.864, 5.200, -1.017], [2.039, 5.904, -1.215], [3.221, 5.357, -0.714], [2.127, -0.458, -5.049], [3.243, 0.834, -5.024], [1.772, 1.010, -5.830], [3.008, 1.563, -2.525], [2.234, -0.003, -2.618], [1.705, 0.815, -0.779], [0.165, 1.126, -1.538], [-0.315, 3.473, -1.906], [1.200, 3.844, -2.724], [0.833, 4.924, 0.037], [0.052, 5.830, -1.382], [3.867, 6.183, -0.413], [3.787, 4.709, -1.384], [2.994, 4.692, 0.119], [2.978, -0.285, 3.993], [1.798, 0.597, 3.862], [1.595, 1.052, 2.452], [0.621, 2.324, 2.500], [-0.775, 1.982, 2.639], [-1.375, 1.451, 1.385], [-2.835, 1.010, 1.548], [-3.215, 0.288, 0.408], [-3.463, 1.211, -0.687], [2.923, -1.248, 3.486], [3.003, -0.646, 5.021], [3.920, 0.209, 3.755], [1.333, 0.262, 1.748], [2.614, 1.351, 2.203], [0.655, 3.067, 1.703], [0.798, 2.904, 3.406], [-0.739, 0.642, 1.024], [-1.348, 2.162, 0.559], [-3.633, 1.692, 1.841], [-2.885, 0.312, 2.384], [-4.084, 0.815, -1.490], [-2.517, 1.593, -1.069], [-4.026, 2.086, -0.362], [-2.153, -1.763, -2.354], [-2.224, -3.196, -2.232], [-3.455, -3.740, -1.906], [-3.640, -3.606, -0.389], [-2.586, -4.220, 0.394], [-2.881, -4.038, 1.800], [-1.625, -4.646, 2.452], [-0.329, -4.246, 2.009], [0.194, -3.122, 2.632], [-1.434, -1.340, -1.652], [-3.078, -1.306, -2.002], [-1.989, -1.503, -3.400], [-3.517, -4.802, -2.140], [-4.316, -3.325, -2.430], [-4.606, -3.918, 0.009], [-3.722, -2.534, -0.212], [-3.868, -4.367, 2.123], [-2.786, -3.003, 2.128], [-1.587, -5.656, 2.046], [-1.786, -4.744, 3.526], [-0.171, -2.179, 2.225], [1.278, -3.127, 2.518], [-0.007, -3.056, 3.701]],
  "forces_ev_per_a": [[-2.5, 1.3, 0.9], [1.5, 0.2, -0.3], [-2.8, 0.3, 1.3], [3.4, -3.1, -1.3], [0.2, 0.0, -0.7], [0.3, 1.2, 0.2], [-0.9, 1.0, -3.0], [2.2, -0.9, 0.3], [-1.1, -0.3, 0.0], [0.9, 1.4, 2.2], [-0.9, -1.2, -0.3], [1.3, 1.1, -0.1], [-0.2, -2.4, -0.4], [0.3, 0.6, -1.2], [0.2, -0.5, 0.6], [-0.7, -0.4, 1.1], [0.2, 0.6, 1.0], [0.0, -0.1, -0.3], [0.2, 0.4, -0.7], [0.1, -0.4, -0.1], [-0.4, 0.1, 0.5], [-0.1, 0.2, -0.4], [-0.3, 0.2, 0.3], [-0.2, 0.3, -0.4], [-0.7, 0.3, 0.4], [0.0, 0.0, 0.4], [0.0, -0.1, 0.1], [-0.2, 0.1, -0.6], [0.1, 0.2, 0.5], [-1.4, 0.4, 0.5], [0.8, -1.2, -1.7], [0.6, 1.6, 2.1], [-0.9, -1.1, 0.4], [-0.6, -0.9, -1.7], [0.6, 1.2, 1.1], [0.6, -1.3, 1.4], [-0.8, 0.7, -1.7], [0.1, 0.1, 0.5], [-0.4, 0.2, -0.9], [0.0, 0.7, 0.3], [-0.1, 0.2, -0.1], [-0.6, -0.3, 0.3], [0.0, 0.6, -0.6], [0.8, -0.5, -0.6], [0.5, -0.4, 0.2], [-0.4, -0.6, 0.2], [0.3, 0.7, 0.3], [0.5, 1.0, -0.4], [0.3, -0.4, 0.0], [0.4, -0.7, 0.2], [0.0, -0.2, -0.4], [0.0, 0.1, 0.5], [-0.9, -0.7, 0.6], [1.0, 0.6, -1.0], [-0.6, -1.0, 1.8], [-0.2, 0.6, 0.4], [-2.1, 0.9, 0.0], [3.0, 1.0, -0.8], [-0.7, -2.6, -0.9], [-0.9, 0.4, 0.6], [0.3, 1.0, 0.3], [0.6, -0.3, -0.3], [-0.3, 0.0, -0.3], [0.2, 0.1, 0.1], [0.7, -0.1, -0.3], [0.0, 0.6, 0.0], [-0.3, -0.7, -0.4], [0.7, 0.4, 0.4], [0.2, -0.7, 0.0], [-0.5, 0.8, -0.7], [-0.4, -0.4, 0.4], [0.6, 0.4, 0.3], [-0.1, 0.1, -0.3], [0.1, -0.1, -0.1], [-0.1, -0.4, 0.3]],
  "orbital_gap_ha": 0.094,
  "mol_weight_g_mol": 582.3,
  "lumo_ev": -8.297,
  "charge": 1
}


{
  "formula": "C19H44AlI2O4",
  "method": "the ωB97M-V functional and the def2-TZVPD basis",
  "symbols": ["C", "C", "C", "C", "C", "Al", "I", "C", "C", "O", "I", "H", "H", "H", "H", "H", "H", "H", "H", "H", "H", "H", "H", "H", "H", "C", "C", "O", "C", "C", "H", "H", "H", "H", "H", "H", "H", "H", "H", "H", "C", "C", "O", "C", "C", "H", "H", "H", "H", "H", "H", "H", "H", "H", "H", "C", "C", "O", "C", "C", "H", "H", "H", "H", "H", "H", "H", "H", "H", "H"],
  "xyz": [[7.387, 3.522, -0.350], [6.274, 2.797, -1.107], [4.886, 3.440, -0.989], [4.489, 3.890, 0.434], [4.640, 5.413, 0.612], [2.581, 3.453, 0.871], [2.339, 1.132, 2.015], [1.518, 3.460, -0.905], [0.203, 4.004, -0.679], [-0.151, 5.118, -0.467], [-1.413, 2.468, -0.827], [7.369, 3.287, 0.712], [7.322, 4.602, -0.467], [8.363, 3.210, -0.725], [6.558, 2.742, -2.160], [6.209, 1.774, -0.735], [4.171, 2.704, -1.371], [4.819, 4.286, -1.680], [5.140, 3.381, 1.146], [4.770, 5.672, 1.662], [3.744, 5.940, 0.276], [5.485, 5.804, 0.040], [1.940, 4.552, 1.845], [1.461, 2.450, -1.293], [2.060, 4.125, -1.577], [-0.600, 4.462, -4.227], [-1.587, 5.037, -5.224], [-1.467, 4.513, -6.539], [-1.624, 3.113, -6.656], [-2.970, 2.592, -6.180], [0.426, 4.619, -4.565], [-0.725, 4.944, -3.258], [-0.745, 3.392, -4.074], [-1.423, 6.108, -5.336], [-2.612, 4.910, -4.856], [-0.813, 2.588, -6.138], [-1.506, 2.908, -7.721], [-3.118, 2.755, -5.113], [-3.035, 1.518, -6.361], [-3.782, 3.085, -6.717], [-2.034, -0.741, 1.724], [-0.831, -1.589, 2.094], [-0.571, -1.652, 3.487], [-1.606, -2.172, 4.290], [-2.001, -3.602, 3.956], [-1.909, 0.279, 2.087], [-2.143, -0.708, 0.640], [-2.960, -1.145, 2.140], [0.069, -1.158, 1.660], [-0.938, -2.602, 1.683], [-2.487, -1.520, 4.261], [-1.215, -2.129, 5.308], [-2.418, -3.694, 2.953], [-2.757, -3.957, 4.659], [-1.132, -4.261, 4.018], [-4.314, -8.657, 1.419], [-3.325, -7.535, 1.685], [-3.658, -6.718, 2.790], [-3.733, -7.361, 4.047], [-2.437, -8.019, 4.488], [-5.317, -8.255, 1.274], [-4.024, -9.200, 0.519], [-4.353, -9.375, 2.240], [-3.305, -6.854, 0.835], [-2.311, -7.937, 1.793], [-4.557, -8.085, 4.064], [-3.995, -6.567, 4.746], [-2.143, -8.835, 3.826], [-2.554, -8.432, 5.490], [-1.627, -7.288, 4.506]],
  "forces_ev_per_a": [[0.1, -0.2, -0.1], [0.0, 0.2, 0.1], [-0.1, -0.3, 0.2], [-0.3, 0.0, -0.3], [0.0, -0.3, 0.0], [0.2, 0.3, 0.3], [0.0, -0.1, -0.1], [-0.2, -0.4, 0.0], [0.1, 1.0, -0.1], [0.0, -0.5, -0.1], [-0.3, -0.3, 0.1], [-0.1, 0.1, 0.1], [0.0, 0.1, 0.0], [0.1, 0.0, 0.0], [-0.1, -0.1, -0.1], [0.1, -0.1, 0.0], [0.0, 0.0, -0.1], [0.0, 0.2, 0.0], [0.1, -0.1, 0.1], [0.0, 0.1, 0.1], [0.0, 0.1, -0.1], [0.1, 0.1, 0.1], [0.0, -0.1, 0.0], [0.2, 0.0, -0.1], [0.1, 0.1, 0.1], [0.1, 0.0, -0.1], [0.0, 0.0, 0.1], [0.0, 0.0, -0.1], [0.0, -0.1, 0.0], [0.0, 0.1, 0.0], [0.0, 0.0, 0.0], [0.0, 0.0, 0.0], [0.0, 0.0, 0.1], [0.0, 0.0, 0.0], [0.0, 0.0, 0.0], [0.0, 0.0, 0.0], [0.0, 0.0, 0.0], [0.0, 0.0, 0.0], [0.0, 0.0, 0.0], [0.0, 0.0, 0.0], [-0.1, 0.0, 0.1], [0.0, 0.0, -0.1], [0.1, 0.0, 0.1], [0.0, 0.0, 0.1], [0.0, 0.0, -0.1], [0.0, 0.0, 0.0], [0.0, 0.0, 0.0], [0.0, 0.0, -0.1], [0.0, 0.0, 0.0], [0.0, 0.0, 0.0], [0.0, 0.0, 0.0], [0.0, 0.0, 0.0], [0.0, 0.0, 0.0], [0.0, 0.0, 0.0], [0.0, 0.0, 0.0], [0.0, 0.0, 0.1], [0.0, 0.0, -0.1], [0.0, 0.1, 0.0], [0.0, 0.0, 0.1], [0.0, 0.0, -0.1], [0.0, 0.0, 0.0], [0.0, 0.0, 0.0], [0.0, 0.0, 0.0], [0.0, 0.0, 0.0], [0.0, 0.0, 0.0], [0.0, 0.0, 0.0], [0.0, 0.0, 0.0], [0.0, 0.0, 0.0], [0.0, 0.0, 0.0], [0.0, 0.0, 0.0]],
  "orbital_gap_ha": 0.275,
  "mol_weight_g_mol": 617.3,
  "lumo_ev": 2.192,
  "charge": -1
}


{
  "formula": "C19H44AsClNOPtSi3",
  "method": "the ωB97M-V functional and the def2-TZVPD basis",
  "symbols": ["Pt", "Cl", "C", "C", "O", "C", "C", "H", "H", "H", "H", "H", "H", "H", "H", "H", "H", "N", "C", "C", "C", "C", "C", "C", "H", "H", "H", "H", "H", "H", "H", "C", "Si", "C", "C", "As", "Si", "C", "C", "C", "Si", "C", "C", "C", "H", "H", "H", "H", "H", "H", "H", "H", "H", "H", "H", "H", "H", "H", "H", "H", "H", "H", "H", "H", "H", "H", "H", "H", "H", "H", "H"],
  "xyz": [[0.138, -1.011, -0.630], [0.713, -2.013, -2.545], [3.956, -1.428, -0.128], [3.832, -2.544, 0.880], [2.641, -2.344, 1.660], [2.711, -2.889, 2.984], [2.607, -4.398, 3.012], [4.901, -1.524, -0.661], [3.938, -0.462, 0.377], [3.150, -1.456, -0.865], [4.693, -2.552, 1.554], [3.787, -3.519, 0.389], [1.883, -2.436, 3.528], [3.641, -2.554, 3.450], [1.642, -4.733, 2.629], [2.702, -4.751, 4.039], [3.397, -4.864, 2.423], [0.367, -2.870, 0.275], [-0.681, -2.718, 1.209], [-0.547, -1.673, 2.126], [-1.578, -1.416, 3.027], [-2.718, -2.197, 3.009], [-2.842, -3.237, 2.082], [-1.833, -3.500, 1.180], [1.322, -2.834, 0.717], [0.280, -3.663, -0.356], [0.372, -1.087, 2.133], [-1.480, -0.613, 3.745], [-3.516, -2.008, 3.713], [-3.738, -3.843, 2.073], [-1.930, -4.294, 0.451], [2.137, 1.668, -2.927], [0.308, 1.947, -3.029], [-0.095, 3.733, -3.348], [-0.481, 0.852, -4.299], [-0.601, 1.295, -0.931], [0.370, 2.624, 0.790], [0.275, 4.407, 0.289], [2.114, 2.023, 0.974], [-0.556, 2.304, 2.368], [-2.970, 1.195, -1.194], [-3.296, -0.297, -2.248], [-3.551, 2.760, -1.999], [-3.729, 0.961, 0.485], [2.600, 1.959, -3.872], [2.353, 0.612, -2.752], [2.599, 2.262, -2.139], [0.207, 4.002, -4.363], [0.430, 4.396, -2.665], [-1.164, 3.921, -3.261], [0.125, 0.877, -5.207], [-1.482, 1.200, -4.561], [-0.536, -0.181, -3.959], [0.995, 4.635, -0.495], [0.508, 5.036, 1.152], [-0.719, 4.679, -0.070], [2.694, 2.167, 0.064], [2.136, 0.960, 1.224], [2.611, 2.571, 1.780], [-1.636, 2.329, 2.228], [-0.299, 3.063, 3.109], [-0.279, 1.332, 2.781], [-3.039, -0.128, -3.293], [-4.357, -0.553, -2.202], [-2.722, -1.156, -1.889], [-3.224, 2.814, -3.038], [-3.185, 3.644, -1.473], [-4.643, 2.798, -1.995], [-3.402, 0.018, 0.928], [-4.817, 0.928, 0.386], [-3.489, 1.773, 1.169]],
  "forces_ev_per_a": [[-0.8, -0.1, 1.2], [0.2, 0.1, -0.3], [-0.1, 0.0, -0.1], [0.0, 0.0, 0.1], [0.2, 0.0, 0.1], [0.0, 0.0, 0.0], [0.0, 0.0, 0.0], [0.0, 0.0, 0.0], [0.0, 0.0, 0.0], [0.0, 0.0, 0.1], [0.0, 0.0, 0.0], [0.0, 0.0, 0.0], [0.0, 0.0, 0.0], [0.0, 0.0, 0.0], [0.0, 0.0, 0.0], [0.0, 0.0, 0.0], [0.0, 0.0, 0.0], [0.8, -0.3, -0.5], [0.0, 0.1, 0.3], [0.0, 0.2, -0.2], [-0.1, 0.0, 0.0], [0.0, -0.1, -0.1], [0.0, 0.1, 0.1], [0.0, 0.0, -0.1], [-0.5, 0.0, 0.0], [-0.1, 0.1, 0.0], [0.0, -0.1, 0.1], [0.0, 0.0, 0.0], [0.0, 0.0, 0.0], [0.0, 0.0, 0.0], [0.0, 0.0, 0.0], [0.1, -0.1, 0.1], [0.0, 0.1, 0.0], [0.0, 0.0, -0.1], [-0.1, 0.0, -0.1], [0.3, -0.2, -0.6], [-0.1, -0.1, 0.0], [-0.1, 0.1, 0.0], [0.2, 0.0, 0.0], [-0.1, 0.0, 0.1], [0.0, 0.0, 0.1], [0.1, -0.2, 0.0], [0.0, 0.2, 0.0], [0.0, 0.0, 0.1], [0.0, 0.0, 0.0], [0.0, 0.0, 0.0], [0.0, 0.0, 0.0], [0.0, 0.0, 0.0], [0.0, 0.1, 0.1], [0.0, 0.1, 0.0], [0.0, 0.0, 0.0], [0.0, 0.0, 0.0], [0.0, 0.0, -0.1], [0.0, 0.0, -0.1], [0.0, 0.0, 0.0], [0.0, 0.0, 0.0], [0.0, 0.0, 0.0], [0.0, 0.0, 0.0], [0.0, 0.0, 0.0], [0.0, 0.0, 0.1], [0.0, 0.0, 0.0], [-0.1, 0.0, 0.0], [0.0, 0.0, 0.0], [0.0, 0.0, 0.0], [-0.1, 0.0, -0.1], [0.0, 0.0, 0.0], [0.0, 0.0, 0.0], [0.0, 0.0, 0.0], [0.0, 0.0, 0.1], [0.0, 0.0, 0.0], [0.0, 0.0, 0.0]],
  "orbital_gap_ha": 0.271,
  "mol_weight_g_mol": 692.3,
  "relative_energy_kj_mol": 38.29,
  "lumo_ev": -4.173,
  "charge": 1
}


{
  "formula": "C19H44Cl14O6",
  "method": "the ωB97M-V functional and the def2-TZVPD basis",
  "symbols": ["C", "O", "C", "C", "O", "C", "H", "H", "H", "H", "H", "H", "H", "H", "H", "H", "C", "O", "C", "C", "O", "C", "H", "H", "H", "H", "H", "H", "H", "H", "H", "H", "C", "O", "C", "C", "O", "C", "H", "H", "H", "H", "H", "H", "H", "H", "H", "H", "Cl", "C", "Cl", "H", "H", "Cl", "C", "Cl", "H", "H", "Cl", "C", "Cl", "H", "H", "Cl", "C", "Cl", "H", "H", "Cl", "C", "Cl", "H", "H", "Cl", "C", "Cl", "H", "H", "Cl", "C", "Cl", "H", "H"],
  "xyz": [[6.593, -7.474, 22.595], [7.413, -6.547, 21.899], [8.649, -6.458, 22.616], [9.880, -5.999, 21.817], [10.122, -6.934, 20.772], [11.193, -6.462, 19.980], [6.346, -7.207, 23.653], [6.936, -8.518, 22.614], [5.606, -7.432, 22.108], [8.933, -7.419, 23.053], [8.522, -5.729, 23.390], [10.722, -5.808, 22.446], [9.659, -5.060, 21.283], [10.788, -5.846, 19.202], [11.534, -7.277, 19.454], [11.996, -5.933, 20.535], [7.648, -9.798, 19.798], [6.285, -10.247, 19.692], [6.360, -11.509, 19.117], [5.057, -11.846, 18.366], [4.052, -11.941, 19.348], [2.878, -12.565, 18.873], [8.216, -10.475, 20.444], [7.732, -8.831, 20.240], [8.266, -9.878, 18.824], [6.695, -12.269, 19.828], [7.105, -11.434, 18.265], [5.179, -12.814, 17.900], [4.766, -11.036, 17.627], [3.018, -13.651, 18.638], [2.545, -12.032, 18.031], [2.044, -12.468, 19.617], [0.773, -14.334, 15.767], [1.151, -12.980, 15.527], [1.197, -12.359, 14.247], [2.488, -12.530, 13.485], [2.635, -13.904, 13.125], [3.544, -14.066, 12.055], [0.155, -14.398, 16.681], [1.650, -14.926, 15.864], [0.189, -14.657, 14.908], [0.912, -11.318, 14.313], [0.390, -12.729, 13.582], [3.353, -12.234, 14.082], [2.419, -11.909, 12.584], [3.025, -13.878, 11.176], [3.797, -15.155, 12.070], [4.537, -13.595, 12.138], [4.277, -9.569, 23.872], [4.986, -10.491, 22.482], [5.722, -11.992, 22.997], [4.109, -10.767, 21.836], [5.601, -9.831, 21.994], [8.116, -9.828, 24.944], [7.434, -11.035, 26.005], [8.126, -12.619, 25.601], [7.666, -10.886, 27.070], [6.308, -11.140, 25.824], [6.885, -7.010, 17.407], [6.888, -6.289, 18.954], [6.022, -4.691, 19.033], [6.435, -6.901, 19.668], [7.936, -6.039, 19.172], [7.164, -11.187, 15.161], [6.287, -10.054, 14.214], [4.772, -9.468, 14.879], [6.922, -9.207, 13.925], [5.965, -10.552, 13.268], [11.402, -10.626, 21.965], [10.974, -9.201, 22.898], [12.380, -8.424, 23.608], [10.446, -8.512, 22.241], [10.398, -9.621, 23.687], [3.085, -8.002, 21.185], [3.453, -8.006, 19.362], [1.930, -7.998, 18.430], [3.935, -7.051, 19.116], [4.082, -8.891, 19.194], [5.546, -16.280, 19.457], [4.622, -15.080, 20.427], [3.025, -15.535, 21.016], [5.232, -14.878, 21.292], [4.473, -14.244, 19.755]],
  "forces_ev_per_a": [[-1.8, 0.4, 0.3], [1.1, -0.9, 0.7], [1.0, 0.3, -0.6], [-2.7, 0.2, -1.8], [0.7, 0.0, 1.1], [-0.6, 1.0, 0.5], [0.7, 0.1, -0.6], [0.4, 0.4, -0.2], [0.4, -0.2, 0.0], [-0.4, -0.1, 0.1], [-0.1, 0.4, 0.9], [0.7, -0.3, 0.7], [-0.1, 0.2, 0.5], [-0.2, 1.1, -0.3], [1.3, -2.0, -0.9], [-0.5, -0.4, -0.2], [1.1, -1.1, -0.7], [1.3, 1.1, 0.1], [-0.1, -0.2, -2.9], [0.1, 0.9, 1.1], [-0.5, -0.3, 0.8], [-0.6, -0.6, 1.2], [-0.2, -0.1, 0.3], [-0.3, 0.9, 0.1], [-1.4, 0.5, 1.0], [-0.2, -0.1, 0.0], [-0.4, -0.5, 0.9], [0.1, -0.3, -0.6], [0.6, -0.9, 0.5], [-0.1, 0.8, 0.0], [-0.6, 0.4, -1.6], [1.0, -0.2, -0.3], [-0.8, 1.1, -0.9], [0.3, 1.2, 0.6], [-1.0, -1.5, -0.4], [-0.1, -0.5, 0.2], [0.3, 0.8, 0.3], [1.0, -2.5, 1.8], [0.3, 0.2, -0.4], [0.7, -0.7, 0.1], [-0.1, -0.5, 0.0], [0.4, 0.5, 0.7], [0.2, -0.4, 0.3], [0.1, 0.2, 0.0], [0.1, 0.1, 0.0], [-0.5, 0.7, -2.0], [-0.3, 0.7, -0.2], [-0.6, 0.5, 0.2], [0.3, -0.4, -0.1], [-3.6, -1.3, 0.6], [0.4, 0.0, 0.0], [1.0, 0.4, 0.6], [1.7, 1.0, -1.1], [-0.1, 0.5, 0.1], [-1.7, -1.2, 0.2], [0.1, -0.3, 0.1], [-0.1, 0.4, -0.6], [1.7, 0.5, 0.3], [-0.4, -0.6, -1.3], [1.3, 2.4, 0.1], [0.1, -0.6, -0.2], [-0.5, -0.9, 1.0], [-0.6, -0.3, 0.4], [0.4, -0.5, 0.8], [-0.6, 0.3, -2.6], [-0.2, 0.2, 0.6], [-0.2, -0.2, 0.5], [0.5, 0.3, 0.8], [0.3, -0.3, -0.6], [0.1, -0.3, -0.4], [0.2, 0.3, 0.0], [0.2, -0.1, 0.2], [-0.6, 0.3, 0.6], [0.3, 0.1, -1.5], [-0.4, 0.4, 0.9], [0.6, -0.4, 0.2], [0.0, -0.5, 0.3], [-0.4, 0.3, -0.1], [-0.5, 0.0, 0.3], [0.3, -0.1, -0.4], [0.0, -0.4, -0.2], [0.1, 0.3, 0.0], [0.3, 0.2, 0.4]],
  "orbital_gap_ha": 0.370,
  "mol_weight_g_mol": 864.9,
  "smiles": "COCCOC.COCCOC.COCCOC.ClCCl.ClCCl.ClCCl.ClCCl.ClCCl.ClCCl.ClCCl",
  "lumo_ev": 0.335
}